(1)
# C4H28BO22

A 15-piece molecular cluster, C4H28BO22 overall at a distorted geometry (wB97M-V/def2-TZVPD, OMol25).

Last column: Mulliken charge in e.
Cartesian coordinates (Å):
1 O 30.8694 14.2578 -25.9706  -0.870
2 C 30.0983 13.2831 -25.9818  0.538
3 O 30.2716 12.1204 -25.4712  -0.504
4 B 29.1903 11.1809 -25.8730  1.343
5 O 28.3192 11.9625 -26.7642  -0.413
6 C 28.7290 13.2696 -26.7126  0.613
7 O 28.1375 14.2960 -27.1244  -0.541
8 O 28.4448 10.4798 -24.7617  -0.564
9 C 28.5638 9.2472 -24.8510  0.799
10 O 28.0818 8.4153 -24.0748  -0.729
11 C 29.5386 8.9099 -25.9967  0.522
12 O 29.9071 10.0585 -26.5463  -0.630
13 O 29.8831 7.7788 -26.3343  -0.638
14 O 26.6289 6.8786 -25.8810  -0.481
15 H 26.6581 7.6169 -25.2725  0.198
16 H 25.8296 6.4066 -25.6476  0.240
17 O 29.6852 16.0319 -23.9486  -0.624
18 H 28.9720 15.4520 -23.6815  0.312
19 H 29.9753 15.6830 -24.7914  0.361
20 O 27.9253 11.6245 -22.2240  -0.678
21 H 27.2782 11.0699 -21.7882  0.296
22 H 28.2531 11.0887 -22.9463  0.456
23 O 27.7346 6.8908 -28.6063  -0.632
24 H 27.3659 6.9965 -27.7293  0.313
25 H 27.5820 7.7334 -29.0340  0.365
26 O 24.9999 7.9446 -23.6240  -0.586
27 H 24.1391 8.1136 -23.2409  0.267
28 H 25.4831 7.4870 -22.9359  0.314
29 O 27.2632 9.7696 -28.6814  -0.605
30 H 28.1050 10.2177 -28.5998  0.303
31 H 26.7703 10.0420 -27.9074  0.306
32 O 26.8101 17.0125 -28.4583  -0.619
33 H 27.3209 17.2133 -29.2425  0.302
34 H 27.4653 16.8700 -27.7751  0.304
35 O 32.8769 11.3098 -23.8475  -0.604
36 H 32.4450 10.5327 -24.2022  0.330
37 H 33.4169 11.6342 -24.5681  0.323
38 O 29.3290 15.9855 -29.3252  -0.580
39 H 29.4841 15.5433 -28.4906  0.292
40 H 30.0498 16.6106 -29.4032  0.261
41 O 32.2608 8.4702 -24.3174  -0.730
42 H 32.1748 8.8858 -25.1753  0.296
43 H 33.1994 8.3086 -24.2219  0.294
44 O 27.5586 13.4819 -30.4560  -0.639
45 H 28.0066 13.6600 -29.6291  0.346
46 H 27.8663 12.6128 -30.7132  0.290
47 O 32.9063 15.4547 -24.1898  -0.656
48 H 32.1713 15.1408 -24.7166  0.394
49 H 32.8589 14.9426 -23.3825  0.310
50 O 31.0429 5.9096 -23.6643  -0.653
51 H 31.2766 6.6914 -24.1647  0.356
52 H 30.3541 5.4911 -24.1807  0.365
53 O 28.8793 4.9087 -26.1287  -0.673
54 H 28.7893 5.8363 -26.3471  0.349
55 H 28.0094 4.6479 -25.8262  0.291

Calculated values
**Total charge**: -1

(2)
# C5H11NO2S

A 2-piece molecular cluster, C5H11NO2S overall at a distorted geometry (wB97M-V/def2-TZVPD, OMol25).

Last column: Mulliken charge in e.
Cartesian coordinates (Å):
1 C 2.0658 0.1702 0.2481  0.257
2 C 2.5786 -1.0363 -0.4048  -0.995
3 C -2.0517 0.8310 0.1258  -0.843
4 C -1.9895 -1.4253 0.8696  -0.725
5 C -1.6072 -0.5923 -0.0688  0.110
6 N 1.8537 1.4079 -0.0295  -0.415
7 O 0.9393 3.4431 -1.2448  -0.466
8 O 1.6072 1.4759 -2.5292  -0.575
9 S 2.1464 2.3084 -1.4667  0.634
10 H 1.6897 -0.2463 1.1627  0.299
11 H 3.2530 -0.8049 -1.3563  0.255
12 H 1.8664 -1.7582 -0.7667  0.289
13 H 3.0346 -1.7147 0.2988  0.379
14 H -3.0156 0.9482 -0.4712  0.256
15 H -2.2159 0.9273 1.2832  0.233
16 H -1.4831 1.6530 -0.2478  0.176
17 H -1.8020 -2.5551 0.7729  0.229
18 H -2.2290 -0.9421 1.7998  0.232
19 H 0.4231 3.4005 -2.0441  0.329
20 H -1.2024 -0.9390 -1.0192  0.341

(3)
# C14H36BrN13O10S

A 7-piece molecular cluster, C14H36BrN13O10S overall at a distorted geometry (wB97M-V/def2-TZVPD, OMol25).

Last column: Mulliken charge in e.
Cartesian coordinates (Å):
1 O -3.1465 1.0405 -0.8160  -0.656
2 C -2.9260 -0.1978 -0.7108  0.775
3 N -2.5216 -1.4538 -0.6544  -0.623
4 C -1.1582 -1.3877 -0.0137  0.417
5 C -1.1205 -1.8063 1.5438  -0.794
6 O -1.4109 -3.2086 1.8108  -0.451
7 S 0.0976 -4.0089 1.6803  0.890
8 O -0.0175 -5.2328 2.5790  -0.662
9 O 0.3550 -4.5208 0.0926  -0.390
10 C -0.3954 -3.7346 -0.8748  -0.872
11 C -0.0207 -2.1634 -0.9142  0.652
12 C -0.2262 -1.6441 -2.4264  -0.768
13 C 1.1117 -1.6278 -3.3301  -0.719
14 C 2.3568 -2.4427 -2.7200  -0.146
15 Br 3.9120 -2.0916 -3.9615  -0.201
16 H -0.8330 -0.2672 -0.0471  0.464
17 H -1.9168 -1.1820 2.0880  0.330
18 H -0.0952 -1.5796 2.0501  0.323
19 H -0.2264 -4.1525 -1.9444  0.417
20 H -1.5306 -3.8833 -0.6696  0.387
21 H 0.9820 -1.8870 -0.4336  -0.063
22 H -0.9716 -2.3818 -2.9284  0.342
23 H -0.7143 -0.6049 -2.3812  0.158
24 H 0.8359 -2.1522 -4.3324  0.277
25 H 1.3567 -0.5375 -3.6131  0.362
26 H 2.1818 -3.5643 -2.5771  0.364
27 H 2.6769 -1.9430 -1.7197  -0.008
28 C -4.6638 4.1979 -2.3526  0.630
29 O -5.4221 3.3434 -2.7896  -0.659
30 N -3.6716 3.9198 -1.4756  -0.194
31 N -4.7474 5.5037 -2.7070  -0.389
32 H -3.0446 4.6161 -1.1123  0.095
33 H -3.5685 2.9611 -1.1811  0.269
34 H -5.4709 5.7611 -3.3585  0.229
35 H -4.1292 6.2113 -2.3533  0.154
36 C -0.7304 5.3108 1.1100  0.679
37 O -0.5366 4.6251 0.1171  -0.640
38 N -0.1823 6.5392 1.2726  -0.408
39 N -1.5114 4.9065 2.1406  -0.376
40 H -0.3364 7.1086 2.0851  0.160
41 H 0.4072 6.8844 0.5325  0.221
42 H -1.9419 3.9989 2.0667  0.219
43 H -1.6755 5.4637 2.9596  0.164
44 C 3.5172 -2.3710 1.7664  0.839
45 O 2.7355 -2.5403 2.6945  -0.691
46 N 3.7782 -1.1506 1.2389  -0.389
47 N 4.1926 -3.3881 1.1818  -0.368
48 H 4.4180 -1.0036 0.4779  0.115
49 H 3.2995 -0.3609 1.6409  0.205
50 H 4.0323 -4.3167 1.5391  0.226
51 H 4.8351 -3.2577 0.4208  0.169
52 C -8.1223 2.0116 0.7518  0.581
53 O -8.9001 1.8324 1.6761  -0.662
54 N -7.8791 3.2342 0.2221  -0.336
55 N -7.4285 1.0040 0.1685  -0.334
56 H -7.2401 3.3886 -0.5388  0.184
57 H -8.3705 4.0173 0.6207  0.182
58 H -7.5743 0.0742 0.5264  0.195
59 H -6.7872 1.1444 -0.5925  0.179
60 C 5.3043 1.3653 -3.3982  0.657
61 O 5.3424 0.3796 -2.6792  -0.589
62 N 4.8244 2.5624 -2.9801  -0.390
63 N 5.7379 1.3547 -4.6816  -0.383
64 H 4.7897 3.3773 -3.5655  0.151
65 H 4.4896 2.6211 -2.0323  0.210
66 H 6.1038 0.4872 -5.0392  0.216
67 H 5.7100 2.1606 -5.2796  0.157
68 C 4.6830 -4.1941 5.7118  0.547
69 O 5.7975 -3.7078 5.5885  -0.675
70 N 4.3159 -4.9241 6.7948  -0.391
71 N 3.7119 -4.0497 4.7802  -0.260
72 H 3.4029 -5.3270 6.9040  0.163
73 H 5.0048 -5.0597 7.5165  0.225
74 H 3.9348 -3.5155 3.9574  0.140
75 H 2.7941 -4.4462 4.8746  0.163

Summary of HOMO-LUMO gap in eV
9.812; 9.919; 9.193
(order as listed above)